# C8H14NO

A 2-piece molecular cluster, C8H14NO overall in a non-equilibrium geometry (ωB97M-V/def2-TZVPD, OMol25).

Properties
- HOMO-LUMO gap: 8.574 eV
- E_LUMO: -3.415 eV
- Charge: +1
- Energy relative to the best compared isomer or geometry (same formula, charge and spin): 6.12 kcal/mol
- HOMO energy: -12.0 eV
- Calculated total energy: -12054.0211 eV
- Spin multiplicity: 1

XYZ file:
```
24
Properties=species:S:1:pos:R:3:forces:R:3:mulliken_charge:R:1
C -0.5852 -2.9627 -1.5249 0.315 0.614 -0.349 -0.77
N -1.1641 -2.9881 -0.1380 1.085 -0.127 -0.640 -0.17
H -0.8547 -2.0998 0.2841 -0.506 -0.125 0.515 0.14
H -2.1646 -3.1815 -0.0933 0.065 0.305 0.069 0.37
H -0.6416 -3.7123 0.3645 -0.453 0.083 0.238 0.39
H -0.8718 -2.0643 -2.0656 -0.487 -0.015 0.208 0.36
H -0.8460 -3.8365 -2.1037 -0.017 -0.253 0.148 0.36
H 0.4879 -2.8496 -1.3921 0.054 -0.403 -0.041 0.31
C -0.0081 3.7318 -0.5332 0.950 0.276 -0.590 -1.38
C 0.5374 -0.2062 1.1168 -0.189 0.206 -0.505 0.20
C 1.0500 0.1527 -0.1197 0.722 0.400 -0.166 -0.05
C -0.1363 0.7390 1.8625 0.293 0.432 0.332 -0.49
C 0.9802 1.4686 -0.5820 -0.148 -0.902 0.629 -0.67
C -0.2920 2.0303 1.3567 0.091 -0.218 0.046 -0.46
C 0.2324 2.4103 0.1273 -0.014 -0.057 -0.304 0.60
O 0.6831 -1.5271 1.5495 0.020 -0.163 0.101 -0.62
H 1.6024 -1.8016 1.4083 -0.223 0.144 0.139 0.36
H 1.6699 -0.5632 -0.6527 -0.068 -0.020 -0.088 0.36
H -0.4126 0.5847 2.8936 -0.233 -0.444 0.014 0.42
H 1.5705 1.7233 -1.4514 -0.316 0.179 -0.205 0.36
H -0.7772 2.7508 2.0014 -0.125 0.120 -0.175 0.36
H 0.9119 4.0395 -1.0480 -0.031 -0.037 0.158 0.35
H -0.2679 4.5731 0.1006 -0.401 -0.211 0.197 0.38
H -0.7039 3.5887 -1.3607 -0.383 0.216 0.270 0.30
```
Positions in Å, forces in eV/Å.